(1)
{
  "formula": "C37H34ClFeN9O4",
  "method": "ωB97M-V/def2-TZVPD",
  "orbital_gap_ev": [5.390, 6.117],
  "multiplicity": 5,
  "s2": 6.0785,
  "de_lowest_kj_mol": 0.00,
  "max_force_ev_per_a": 1.75,
  "symbols": ["Fe", "C", "C", "C", "C", "C", "C", "N", "C", "C", "C", "C", "C", "C", "N", "N", "C", "C", "C", "C", "C", "N", "H", "H", "H", "H", "H", "H", "H", "H", "H", "H", "H", "H", "H", "N", "C", "C", "C", "C", "C", "C", "C", "C", "C", "C", "C", "C", "N", "C", "C", "C", "C", "N", "H", "H", "H", "H", "H", "H", "H", "H", "H", "H", "O", "Cl", "O", "O", "O", "N", "C", "C", "N", "C", "C", "H", "H", "H", "H", "H", "H", "H", "H", "H", "H", "H"],
  "xyz": [[-0.564, 0.381, -0.296], [1.946, -2.298, 3.656], [0.624, -2.715, 3.561], [-0.321, -1.899, 2.968], [0.046, -0.663, 2.412], [1.378, -0.248, 2.525], [2.310, -1.056, 3.153], [-0.860, 0.085, 1.665], [-2.175, 0.228, 2.021], [-2.670, 0.228, 3.329], [-4.024, 0.407, 3.559], [-4.911, 0.587, 2.499], [-4.449, 0.599, 1.195], [-3.085, 0.428, 0.951], [-2.474, 0.389, -0.273], [-3.193, 0.268, -1.371], [-2.447, 0.057, -2.461], [-3.043, -0.433, -3.647], [-2.241, -0.827, -4.683], [-0.848, -0.670, -4.588], [-0.337, -0.118, -3.438], [-1.091, 0.237, -2.394], [2.684, -2.938, 4.122], [0.331, -3.687, 3.938], [-1.348, -2.230, 2.876], [1.656, 0.721, 2.130], [3.333, -0.713, 3.252], [-1.979, 0.108, 4.153], [-4.394, 0.406, 4.576], [-5.966, 0.723, 2.701], [-5.123, 0.736, 0.361], [-4.115, -0.563, -3.674], [-2.674, -1.274, -5.568], [-0.194, -0.965, -5.395], [0.728, 0.060, -3.328], [7.005, -6.638, -0.580], [6.141, -5.880, -0.574], [5.075, -4.927, -0.568], [4.909, -4.078, 0.527], [3.886, -3.148, 0.527], [3.011, -3.062, -0.552], [3.177, -3.916, -1.639], [4.205, -4.840, -1.655], [1.894, -2.082, -0.541], [2.239, -0.723, -0.661], [3.537, -0.218, -0.891], [3.439, 1.164, -0.921], [2.093, 1.463, -0.708], [1.365, 0.346, -0.554], [0.614, -2.599, -0.446], [0.260, -3.973, -0.253], [-1.107, -4.028, -0.278], [-1.551, -2.693, -0.487], [-0.543, -1.849, -0.578], [5.582, -4.158, 1.369], [3.742, -2.487, 1.372], [2.492, -3.848, -2.474], [4.341, -5.503, -2.499], [4.423, -0.812, -1.046], [4.235, 1.878, -1.055], [1.652, 2.444, -0.614], [0.953, -4.784, -0.093], [-1.739, -4.895, -0.177], [-2.572, -2.356, -0.609], [0.925, 4.872, 3.056], [1.080, 3.880, 2.044], [2.331, 3.216, 2.136], [0.996, 4.548, 0.733], [-0.005, 2.924, 2.112], [-2.157, 5.513, -1.050], [-2.188, 4.915, 0.329], [-2.284, 3.397, 0.201], [-1.194, 2.857, -0.603], [-1.145, 3.454, -1.923], [-0.999, 4.974, -1.839], [-2.092, 6.527, -0.986], [-3.022, 5.260, -1.530], [-3.035, 5.324, 0.879], [-1.256, 5.177, 0.826], [-3.241, 3.105, -0.249], [-2.214, 2.964, 1.196], [-0.329, 3.064, -0.107], [-2.061, 3.183, -2.464], [-0.298, 3.044, -2.472], [-0.993, 5.438, -2.824], [-0.087, 5.214, -1.295]],
  "atomic_forces_ev_per_a": [[-0.596, -1.343, 0.098], [0.034, -0.040, 0.037], [0.052, 0.040, 0.074], [-0.055, 0.151, -0.287], [0.462, -0.458, 0.295], [-0.315, 0.133, 0.011], [0.049, -0.071, 0.049], [0.243, 0.834, -1.515], [-0.248, 0.029, -0.045], [0.005, 0.027, -0.007], [0.114, -0.042, -0.061], [-0.097, 0.050, 0.062], [-0.004, 0.065, -0.155], [-0.092, -0.126, 0.775], [0.088, -0.347, -0.379], [-0.508, 0.061, 0.145], [0.429, 0.040, -0.159], [0.009, -0.032, -0.078], [0.002, 0.068, 0.063], [-0.007, 0.108, 0.015], [0.325, 0.013, -0.160], [-0.334, 0.214, 0.752], [0.006, 0.011, 0.019], [-0.012, 0.015, 0.031], [-0.010, -0.026, -0.012], [0.042, 0.006, 0.011], [-0.007, 0.031, -0.029], [-0.001, -0.044, 0.005], [-0.004, 0.022, 0.001], [-0.008, -0.016, -0.042], [0.011, -0.036, -0.022], [-0.010, 0.025, 0.044], [-0.033, 0.038, -0.012], [0.043, 0.027, 0.024], [0.005, -0.102, 0.067], [-0.049, 0.018, 0.000], [0.268, -0.217, -0.016], [-0.308, 0.297, 0.014], [0.052, -0.095, -0.055], [-0.049, 0.097, 0.004], [0.133, -0.122, 0.019], [-0.061, 0.060, 0.017], [0.110, -0.084, 0.053], [-0.443, -0.162, 0.006], [0.242, 0.103, -0.016], [-0.228, -0.063, -0.024], [-0.021, 0.131, -0.013], [0.188, 0.049, 0.022], [-0.341, 0.252, -0.026], [0.328, -0.109, -0.028], [-0.140, -0.038, 0.040], [0.120, -0.182, -0.042], [0.067, 0.238, -0.112], [-0.047, 0.463, 0.211], [-0.003, 0.018, 0.006], [0.016, -0.012, 0.004], [0.001, -0.010, -0.007], [-0.012, 0.015, -0.015], [0.014, -0.024, 0.059], [-0.005, 0.014, -0.002], [0.003, 0.036, 0.024], [-0.017, -0.026, -0.025], [0.014, -0.013, 0.031], [-0.013, 0.051, 0.129], [-0.024, 0.194, 0.317], [-0.248, 0.466, -0.265], [0.495, -0.316, 0.107], [-0.144, -0.080, -0.294], [-0.102, -0.086, -0.088], [0.187, 0.004, 0.106], [-0.025, -0.490, 0.440], [0.055, 0.011, -0.071], [0.464, -0.213, 0.145], [0.003, 0.094, 0.107], [0.224, -0.460, -0.266], [-0.106, 0.026, -0.052], [-0.041, 0.170, -0.029], [-0.029, 0.089, -0.127], [0.055, 0.130, -0.074], [0.016, -0.050, 0.035], [-0.131, 0.057, 0.025], [0.066, 0.178, 0.119], [0.063, -0.026, -0.060], [-0.037, 0.039, -0.071], [-0.082, 0.094, 0.051], [-0.053, 0.159, 0.073]]
}

---

(2)
{
  "formula": "C3H10N2O3S",
  "method": "ωB97M-V/def2-TZVPD",
  "orbital_gap_ev": 9.222,
  "smiles": "C[C@H](N)[C@](N)(O)[SH](=O)=O",
  "de_lowest_kj_mol": 342.41,
  "max_force_ev_per_a": 8.16,
  "symbols": ["C", "C", "N", "C", "N", "O", "S", "O", "O", "H", "H", "H", "H", "H", "H", "H", "H", "H", "H"],
  "xyz": [[-0.610, -0.923, -1.501], [0.283, -0.938, -0.273], [-0.483, -1.700, 0.660], [0.708, 0.423, 0.155], [1.087, 1.441, -0.608], [1.606, 0.151, 1.424], [-0.843, 1.366, 0.974], [-1.727, 0.766, 1.916], [-1.006, 2.759, 0.752], [-1.451, -0.298, -1.281], [-0.786, -1.997, -1.768], [-0.063, -0.425, -2.306], [1.154, -1.493, -0.269], [0.081, -1.953, 1.481], [-1.494, -1.488, 0.650], [1.840, 1.416, -1.198], [1.101, 2.365, -0.086], [2.354, -0.426, 1.378], [-1.750, 0.955, -0.098]],
  "atomic_forces_ev_per_a": [[2.229, -0.890, -1.298], [-3.107, 0.062, -0.419], [-0.027, -0.428, 0.762], [1.083, -0.150, 5.623], [-1.013, 3.417, 0.786], [-2.214, 1.870, -0.603], [-5.863, -2.923, -4.866], [1.106, -0.913, 3.490], [2.478, 2.593, 0.820], [-0.771, -0.317, -0.125], [-0.346, 1.240, 0.114], [-0.261, -0.116, -0.319], [2.323, -1.002, -1.274], [-1.536, 0.458, -0.127], [1.239, -0.252, 0.993], [2.123, -0.732, -1.919], [-0.030, -1.477, -0.932], [0.574, -0.679, -0.900], [2.013, 0.238, 0.195]]
}

---

(3)
{
  "formula": "C4H8N2O",
  "method": "ωB97M-V/def2-TZVPD",
  "orbital_gap_ev": [8.084, 8.087],
  "de_lowest_kj_mol": 820.35,
  "max_force_ev_per_a": 2.15,
  "symbols": ["C", "C", "C", "N", "C", "O", "N", "H", "H", "H", "H", "H", "H", "H", "H"],
  "xyz": [[-0.658, 1.529, -0.330], [0.554, -0.915, -0.023], [1.258, 0.278, -0.167], [-1.979, -1.241, 0.145], [2.470, 0.602, 0.258], [-0.905, -0.369, -0.227], [0.724, -2.155, 0.032], [-2.317, -0.928, 1.052], [-2.702, -1.095, -0.553], [-0.156, -2.669, -0.060], [-0.348, 1.904, 0.635], [-1.737, 1.568, -0.466], [-0.204, 2.004, -1.187], [2.904, 1.581, 0.066], [3.096, -0.093, 0.823]],
  "atomic_forces_ev_per_a": [[0.994, 0.971, -0.256], [-1.725, -1.107, -0.654], [-0.441, 0.825, 0.357], [0.505, 0.148, -0.107], [-0.186, 0.033, -0.136], [0.469, -1.354, 0.452], [0.150, 0.548, 0.247], [0.012, 0.037, -0.109], [0.091, 0.013, 0.056], [0.041, 0.103, 0.043], [0.020, 0.197, -0.131], [-0.004, -0.585, 0.175], [0.243, 0.198, 0.178], [-0.096, -0.016, 0.075], [-0.073, -0.010, -0.190]]
}

---

(4)
{
  "formula": "CF3N2OS",
  "method": "ωB97M-V/def2-TZVPD",
  "orbital_gap_ev": [8.250, 8.250],
  "smiles": "O=NS[N-]C(F)(F)F",
  "total_charge": -1,
  "de_lowest_kj_mol": 171.88,
  "max_force_ev_per_a": 6.41,
  "symbols": ["O", "N", "S", "N", "C", "F", "F", "F"],
  "xyz": [[-2.741, -2.481, -0.221], [-1.597, -1.971, -0.221], [-1.295, -0.409, -0.006], [0.404, -0.141, -0.576], [1.197, 0.799, 0.018], [0.781, 0.806, 1.222], [0.798, 2.385, -0.107], [2.454, 1.011, -0.109]],
  "atomic_forces_ev_per_a": [[0.842, 1.528, 0.431], [0.724, -2.216, -0.791], [1.859, 2.399, -0.292], [0.268, -0.735, -2.674], [-6.330, 0.674, -0.619], [0.826, 0.260, 6.356], [-0.088, -0.443, -1.511], [1.899, -1.468, -0.900]]
}

---

(5)
{
  "formula": "C18H38IMnN2O2",
  "method": "ωB97M-V/def2-TZVPD",
  "orbital_gap_ev": [4.851, 4.425],
  "multiplicity": 6,
  "s2": 8.7723,
  "total_charge": 1,
  "max_force_ev_per_a": 8.09,
  "symbols": ["Mn", "I", "C", "C", "C", "C", "C", "C", "N", "O", "C", "C", "C", "H", "H", "H", "H", "H", "H", "H", "H", "H", "H", "H", "H", "H", "H", "H", "H", "H", "H", "H", "C", "C", "C", "C", "C", "C", "N", "O", "C", "C", "C", "H", "H", "H", "H", "H", "H", "H", "H", "H", "H", "H", "H", "H", "H", "H", "H", "H", "H", "H"],
  "xyz": [[1.299, 0.665, -4.398], [0.731, 0.753, -2.359], [0.624, -0.292, 2.262], [1.082, 1.181, 2.237], [2.409, 1.271, 3.065], [3.266, 2.352, 2.663], [3.514, 2.493, 1.157], [2.225, 2.665, 0.409], [1.284, 1.620, 0.820], [0.095, 1.522, -0.033], [1.703, 4.192, 0.594], [2.683, 2.481, -1.066], [-0.026, 2.024, 2.821], [-0.179, -0.360, 1.529], [0.217, -0.627, 3.216], [1.389, -0.925, 1.813], [2.231, 1.305, 4.140], [3.015, 0.369, 2.977], [4.176, 2.015, 3.159], [2.972, 3.255, 3.199], [4.063, 1.606, 0.840], [4.132, 3.386, 1.063], [2.398, 4.857, 0.080], [0.730, 4.303, 0.115], [1.670, 4.443, 1.654], [1.806, 2.605, -1.701], [3.453, 3.215, -1.304], [3.079, 1.486, -1.269], [-0.350, 1.708, 3.813], [-0.893, 1.953, 2.166], [0.136, 3.102, 2.786], [0.372, 0.951, -0.753], [-1.924, -1.566, -3.302], [-2.541, -1.248, -1.938], [-3.709, -2.152, -1.409], [-3.284, -3.516, -0.926], [-2.125, -3.436, 0.107], [-0.969, -2.462, -0.338], [-1.570, -1.212, -0.846], [-0.652, -0.221, -0.847], [-0.192, -2.214, 0.989], [-0.073, -3.195, -1.301], [-3.255, 0.121, -2.168], [-2.493, -1.265, -4.182], [-1.798, -2.624, -3.529], [-0.932, -1.124, -3.391], [-4.176, -1.774, -0.499], [-4.445, -2.260, -2.205], [-3.059, -4.263, -1.687], [-4.128, -3.988, -0.422], [-1.668, -4.412, 0.270], [-2.597, -3.038, 1.006], [0.133, -3.168, 1.403], [0.661, -1.545, 0.876], [-0.849, -1.871, 1.788], [0.487, -4.014, -0.849], [-0.529, -3.605, -2.202], [0.692, -2.528, -1.698], [-3.719, 0.510, -1.262], [-3.969, 0.002, -2.983], [-2.577, 0.871, -2.575], [-0.046, -0.379, -1.575]],
  "atomic_forces_ev_per_a": [[2.028, -0.354, -7.333], [3.994, 4.400, -5.486], [0.098, 3.020, -0.652], [-0.099, -0.339, 0.885], [-1.913, -1.802, -0.687], [2.062, 1.318, 0.626], [-0.013, 0.154, 2.358], [-0.257, 1.422, -0.630], [0.903, -1.027, -1.070], [1.750, 4.013, 4.336], [0.477, -1.821, -0.471], [-0.767, 0.588, 0.586], [-0.960, 0.591, -0.139], [0.178, 1.272, 0.973], [0.458, 0.037, 0.103], [0.625, 0.684, 1.493], [-0.579, 0.181, -0.029], [-0.432, -0.553, -0.505], [0.742, 0.867, -0.196], [0.017, 0.481, -0.546], [0.002, -0.002, -0.244], [0.108, -0.110, -0.515], [0.061, 0.046, 0.118], [-0.101, -0.016, 0.223], [-0.147, 0.043, -0.144], [0.705, 1.037, 0.046], [-0.125, 0.092, -0.037], [0.189, 0.002, 0.357], [0.210, 0.081, 0.078], [-0.199, -0.417, -0.012], [0.576, 0.032, 0.420], [-0.066, 1.242, 5.090], [0.116, -1.422, -0.769], [-1.555, 1.054, 0.323], [0.867, -0.857, -0.562], [0.816, -1.383, 0.380], [-0.529, 1.046, -1.379], [-1.302, -1.420, 1.754], [-1.553, -1.924, 1.300], [-4.208, -3.167, 1.464], [-0.744, -1.880, -1.603], [0.916, 0.004, -1.094], [0.830, 0.010, 0.158], [-0.346, 0.589, 0.291], [0.153, -0.232, 0.471], [-0.150, -0.031, 0.012], [0.021, 1.072, -0.396], [-0.149, 0.159, 0.078], [0.295, 0.314, -0.518], [-0.169, 0.103, 0.129], [-0.218, 0.024, 0.242], [0.390, -0.099, 0.304], [0.308, -0.356, -0.498], [-0.977, -1.826, -1.184], [-0.163, 0.010, -0.597], [-0.174, 0.064, 0.309], [-0.452, -0.023, 0.246], [0.356, 0.282, 0.008], [-0.028, -0.049, -0.109], [-0.320, -0.223, 0.343], [0.321, 0.174, 0.261], [-1.880, -5.180, 1.641]]
}

---

(6)
{
  "formula": "C5H8O2",
  "method": "ωB97M-V/def2-TZVPD",
  "orbital_gap_ev": 10.490,
  "de_lowest_kj_mol": 133.05,
  "max_force_ev_per_a": 1.33,
  "symbols": ["O", "C", "C", "C", "C", "C", "O", "H", "H", "H", "H", "H", "H", "H", "H"],
  "xyz": [[2.714, 0.466, 0.567], [1.791, -0.361, -0.124], [0.412, 0.058, 0.278], [-0.467, 0.606, -0.558], [-1.829, 1.096, -0.169], [-1.806, -2.231, 0.258], [-1.994, -2.501, -0.829], [3.601, 0.126, 0.399], [1.951, -1.421, 0.134], [1.902, -0.266, -1.216], [0.156, -0.080, 1.329], [-1.830, 2.192, -0.137], [-0.179, 0.748, -1.602], [-2.593, 0.795, -0.894], [-2.124, 0.730, 0.820]],
  "atomic_forces_ev_per_a": [[0.342, -0.040, 0.006], [-0.340, -0.227, -0.234], [-0.139, 0.126, -0.148], [0.188, -0.023, 0.129], [-0.048, 0.012, 0.040], [-0.273, -0.389, -1.240], [0.206, 0.294, 1.246], [-0.089, 0.093, 0.076], [-0.004, 0.170, -0.005], [0.007, 0.033, 0.183], [0.015, 0.027, -0.135], [-0.056, -0.120, -0.024], [-0.007, -0.028, 0.146], [0.119, 0.011, 0.094], [0.076, 0.061, -0.135]]
}

---

(7)
{
  "formula": "C10H14N4O",
  "method": "ωB97M-V/def2-TZVPD",
  "orbital_gap_ev": [6.829, 5.867],
  "multiplicity": 3,
  "s2": 2.0135,
  "de_lowest_kj_mol": 261.16,
  "max_force_ev_per_a": 7.95,
  "symbols": ["C", "C", "C", "C", "C", "C", "C", "C", "C", "C", "N", "N", "N", "N", "O", "H", "H", "H", "H", "H", "H", "H", "H", "H", "H", "H", "H", "H", "H"],
  "xyz": [[3.399, 0.146, 1.208], [2.114, 0.671, 1.264], [0.015, -0.903, -2.618], [-0.041, 0.405, -2.424], [-0.349, -1.838, -1.503], [-0.292, 0.938, -1.057], [-0.027, -0.096, 0.113], [0.401, 2.350, -0.729], [-2.757, -1.056, 1.342], [-1.513, -0.559, 2.106], [3.297, -1.002, 0.507], [2.131, -1.114, 0.007], [-0.481, -1.488, -0.285], [1.341, -0.145, 0.504], [-0.840, 0.446, 1.240], [4.342, 0.316, 1.745], [1.646, 1.436, 1.902], [0.331, -1.178, -3.613], [0.072, 1.168, -3.248], [-0.902, -2.831, -1.777], [-1.498, 0.897, -0.928], [1.478, 2.521, -0.743], [0.047, 2.736, 0.149], [-0.104, 2.993, -1.535], [-3.524, -0.210, 1.229], [-2.456, -1.427, 0.260], [-3.248, -1.871, 1.857], [-0.766, -1.360, 2.021], [-1.815, 0.054, 3.004]],
  "atomic_forces_ev_per_a": [[-0.943, -0.346, 1.082], [-0.173, 0.994, 1.255], [-0.339, -3.969, 1.344], [0.856, 3.959, 0.886], [-1.438, -2.130, -7.525], [-1.306, -0.120, 1.778], [-3.354, 0.670, 0.140], [-2.091, -0.567, -3.838], [-0.404, 1.081, -1.490], [0.029, 0.817, -2.627], [0.904, 0.167, -1.214], [-0.779, -1.190, -0.110], [1.953, 3.554, 4.564], [2.067, -0.477, 0.344], [0.931, -0.668, -1.143], [-0.836, 0.449, -0.289], [0.495, -0.343, -0.715], [-0.195, -1.044, 0.116], [-0.142, -1.090, 0.899], [1.358, 1.800, 0.290], [2.411, 1.254, -0.356], [-0.058, -0.875, -0.436], [-1.010, 0.743, 2.463], [1.095, -0.458, 0.994], [1.108, -1.148, 0.063], [-0.590, 0.705, 2.148], [-0.048, -0.290, 0.129], [-0.391, -0.152, 1.808], [0.893, -1.327, -0.561]]
}

---

(8)
{
  "formula": "C5H7Cl",
  "method": "ωB97M-V/def2-TZVPD",
  "orbital_gap_ev": 9.217,
  "de_lowest_kj_mol": 449.38,
  "max_force_ev_per_a": 1.49,
  "symbols": ["C", "C", "C", "C", "C", "Cl", "H", "H", "H", "H", "H", "H", "H"],
  "xyz": [[-0.691, 0.851, -0.611], [-0.677, -2.887, 0.685], [0.310, 1.674, 0.134], [-0.744, -1.572, 0.706], [1.579, 1.804, -0.203], [-0.080, -0.808, -0.936], [-0.933, 1.282, -1.583], [-1.591, 0.703, -0.016], [-0.310, -3.567, -0.076], [-1.045, -3.364, 1.583], [-0.073, 2.178, 1.009], [2.261, 2.408, 0.369], [1.994, 1.298, -1.062]],
  "atomic_forces_ev_per_a": [[-0.072, 0.242, 0.020], [0.280, -0.485, -0.436], [0.055, 0.058, 0.110], [-0.632, 0.174, 1.337], [0.040, -0.020, -0.144], [0.212, 0.111, -1.012], [0.010, -0.147, 0.019], [0.081, -0.202, -0.136], [0.033, 0.128, -0.085], [-0.082, 0.045, 0.161], [-0.039, 0.061, 0.106], [0.071, 0.155, 0.163], [0.043, -0.121, -0.104]]
}